No. 1
8
Properties=species:S:1:pos:R:3:forces:R:3:lowdin_charge:R:1 method="wB97M-V/def2-TZVPD" relative_energy_kj_mol=569.90 charge=-1 homo_energy_ha="-0.2098 / -0.2098" homo_lumo_gap_ev="9.26 / 9.26" total_energy_ha=-812.9897
O 1.8691 -0.5637 -0.8888 0.5 -0.8 -0.4 -0.35
O -1.2287 -1.0669 -0.1304 0.7 -4.0 -0.3 -0.10
S 1.1161 0.2519 0.0169 0.6 -0.7 0.6 0.38
C -0.6503 -0.0508 -0.2887 3.3 6.4 0.5 -0.18
O 1.0833 -0.1564 1.4207 0.2 0.2 -0.5 -0.34
O -2.4947 -1.0700 0.1646 -3.3 -0.1 0.5 -0.18
H -1.0241 0.9841 -0.1123 -1.2 -1.0 -0.4 0.13
O 1.3293 1.6717 -0.1819 -0.8 0.0 0.0 -0.36



No. 2
9
Properties=species:S:1:pos:R:3:forces:R:3:lowdin_charge:R:1 method="wB97M-V/def2-TZVPD" spin_multiplicity=3 relative_energy_kj_mol=425.03 charge=-1 homo_energy_ha="-0.0620 / -0.2106" homo_lumo_gap_ev="5.16 / 6.51" total_energy_ha=-888.1288
O 1.7668 1.5940 -0.8721 -0.5 0.1 0.8 -0.33
O 0.0473 -0.0001 1.5890 0.3 -1.9 1.6 -0.10
C -0.6259 0.2931 -0.0195 -1.6 4.8 0.2 -0.39
H -0.5544 -1.8016 2.1192 0.8 -0.6 -0.9 0.08
S 0.7081 0.6910 -1.2573 0.9 -1.8 -1.1 0.40
O 1.0161 -0.7283 -1.1445 1.5 -1.0 -0.6 -0.35
O -1.6500 -0.2252 -0.2723 -0.4 -1.4 -0.6 0.08
O 0.0329 1.0664 -2.4673 -0.6 0.6 -0.6 -0.33
O -0.7410 -0.8893 2.3248 -0.3 1.3 1.2 -0.06



No. 3
5
Properties=species:S:1:pos:R:3:forces:R:3:lowdin_charge:R:1 method="wB97M-V/def2-TZVPD" relative_energy_kj_mol=95.92 charge=0 homo_energy_ha=-0.3396 homo_lumo_gap_ev=6.90 total_energy_ha=-853.4093
O -2.1074 0.8999 1.6921 0.2 4.1 -4.1 -0.56
H -1.3612 -0.3149 0.0606 -0.2 -0.3 -1.0 0.00
P -2.0131 1.8975 0.3995 -0.3 -4.3 4.2 0.89
S -0.5713 0.6326 -2.0665 -0.7 -0.1 0.7 0.61
C -1.4097 0.5069 -0.6825 1.1 0.5 0.2 -0.95



No. 4
6
Properties=species:S:1:pos:R:3:forces:R:3:lowdin_charge:R:1 method="wB97M-V/def2-TZVPD" relative_energy_kj_mol=51.73 charge=-1 homo_energy_ha=-0.1080 homo_lumo_gap_ev=6.15 total_energy_ha=-838.7444
I 0.7882 1.2201 -0.3164 0.7 0.1 0.0 0.45
C -1.9379 -0.0500 0.0342 -1.8 2.1 -1.6 -0.61
O -1.8594 -0.1938 1.1682 0.7 -1.2 1.5 0.14
O -2.3201 0.2913 -1.0218 0.6 -1.1 0.1 0.09
N 1.6500 -0.6316 0.1681 -0.7 0.0 0.1 -1.29
I 3.6793 -0.6360 -0.0323 0.4 0.1 -0.1 0.23



No. 5
5
Properties=species:S:1:pos:R:3:forces:R:3:lowdin_charge:R:1 method="wB97M-V/def2-TZVPD" relative_energy_kj_mol=57.04 charge=+1 homo_energy_ha=-0.6164 homo_lumo_gap_ev=7.23 total_energy_ha=-453.5032
In 1.5857 0.7455 -2.0942 0.1 -0.1 -0.1 1.14
O -0.3864 0.8981 0.2796 -0.6 9.4 -0.8 0.30
C -0.5026 -0.2318 0.4638 2.0 -7.0 3.0 -0.97
O -0.6285 -0.4130 1.7219 -0.9 -0.1 -0.6 0.39
O -0.0682 -0.9988 -0.3712 -0.5 -2.2 -1.4 0.14



No. 6
5
Properties=species:S:1:pos:R:3:forces:R:3:lowdin_charge:R:1 method="wB97M-V/def2-TZVPD" relative_energy_kj_mol=407.10 charge=0 homo_energy_ha=-0.4391 homo_lumo_gap_ev=13.07 total_energy_ha=-298.0210
O -0.7659 0.8235 -0.4555 -0.3 2.3 -1.5 0.04
O 1.5803 -0.3998 -0.5141 0.2 0.8 0.4 0.03
C 1.5085 0.6430 -0.0722 1.2 -0.9 -0.3 0.00
N -1.0301 -0.0767 0.2095 -1.8 -4.2 2.6 -0.33
N -1.2929 -0.9901 0.8323 0.7 2.0 -1.2 0.25



No. 7
6
Properties=species:S:1:pos:R:3:forces:R:3:lowdin_charge:R:1 method="wB97M-V/def2-TZVPD" relative_energy_kj_mol=188.41 charge=0 homo_energy_ha=-0.4459 homo_lumo_gap_ev=12.18 total_energy_ha=-373.2508
O 0.0105 -1.1042 0.0353 -0.5 0.4 0.0 0.09
C 0.8031 -0.0154 -0.0126 -0.1 0.7 0.0 -0.51
O -0.0905 1.0762 -0.0334 0.8 -0.2 0.0 0.07
N -1.3581 -0.6378 0.0426 0.9 0.2 0.0 0.11
O 1.9844 0.0889 -0.0345 -0.9 -0.3 0.0 0.19
N -1.3493 0.5923 0.0026 -0.1 -0.8 0.0 0.05



No. 8
6
Properties=species:S:1:pos:R:3:forces:R:3:lowdin_charge:R:1 method="wB97M-V/def2-TZVPD" relative_energy_kj_mol=191.80 charge=-1 homo_energy_ha=-0.1261 homo_lumo_gap_ev=6.91 total_energy_ha=-1039.7272
S -0.3437 2.3094 0.3241 0.5 1.4 -0.7 0.34
C 0.2103 -0.7346 -0.1191 -1.4 -1.2 2.0 -0.72
N -0.5357 0.7062 0.8213 2.9 -3.0 1.4 -0.94
O 0.8218 -0.4227 -1.0789 0.8 0.9 -1.2 0.02
S -1.9734 1.1411 0.1955 -3.0 0.7 -1.2 0.33
O -0.1440 -1.7205 0.5136 0.2 1.1 -0.4 -0.03



No. 9
6
Properties=species:S:1:pos:R:3:forces:R:3:lowdin_charge:R:1 method="wB97M-V/def2-TZVPD" spin_multiplicity=3 relative_energy_kj_mol=302.77 charge=-1 homo_energy_ha="-0.0222 / -0.1833" homo_lumo_gap_ev="5.09 / 7.62" total_energy_ha=-393.5995
O -0.9621 0.6739 -0.8718 0.0 3.1 -3.3 -0.07
O -1.8701 -0.9192 0.2294 -4.5 -3.5 1.2 0.03
O 0.1615 -0.7608 0.3886 1.3 -2.1 0.9 -0.11
O 1.7559 1.0672 0.5437 0.6 -1.5 -1.6 -0.03
C 1.8192 0.1833 -0.2071 0.8 2.4 1.4 -0.05
N -0.9043 -0.2444 -0.0829 1.8 1.5 1.4 -0.76



No. 10
10
Properties=species:S:1:pos:R:3:forces:R:3:lowdin_charge:R:1 method="wB97M-V/def2-TZVPD" relative_energy_kj_mol=212.15 charge=+4 homo_energy_ha=-0.7983 homo_lumo_gap_ev=6.24 total_energy_ha=-1236.2763
Na -13.5276 20.7393 -4.9762 -0.1 1.1 -0.1 0.88
O -16.2142 20.1489 -5.4819 1.4 0.1 3.8 -0.12
Na -16.7350 21.4922 -3.0609 -0.9 0.4 -0.1 0.92
Na -16.4803 16.3213 -7.0345 -0.6 -0.1 -0.4 0.89
Na -14.9627 18.1531 -4.3316 -0.9 -0.3 0.0 0.81
Na -13.1372 18.4977 -7.8361 0.1 -0.4 -0.4 0.89
O -17.0258 20.2682 -7.5008 1.3 -2.1 0.2 0.00
O -15.5915 18.6469 -6.9044 3.0 -4.5 -1.1 -0.19
C -16.3420 19.6325 -6.6412 -2.1 5.2 -1.7 -0.96
Na -15.8746 19.9955 -9.6618 -1.2 0.5 -0.1 0.87



No. 11
12
Properties=species:S:1:pos:R:3:forces:R:3:lowdin_charge:R:1 method="wB97M-V/def2-TZVPD" relative_energy_kj_mol=217.73 charge=+6 homo_energy_ha=-0.7986 homo_lumo_gap_ev=4.19 total_energy_ha=-1559.7676
Na -3.8999 -2.1568 -1.1645 -0.5 -0.4 0.5 0.96
Na 3.4760 0.7677 -2.3933 0.3 0.6 -0.1 0.94
C -0.1480 0.0627 0.5229 1.4 -0.7 2.1 -1.12
Na -2.7577 2.5078 3.4602 -0.1 -0.1 0.3 0.96
Na 4.0239 -1.5563 1.4553 0.0 -0.2 0.5 0.94
Na -3.5821 2.9162 -1.8192 -0.2 0.6 -0.1 0.97
Na 1.8592 -3.6411 -1.6918 -0.1 -0.6 0.2 0.92
O -0.0948 0.3955 1.7306 -0.6 1.7 1.7 -0.11
O 0.8546 -0.6157 0.1258 3.9 -2.2 -2.3 -0.21
Na -0.8039 -0.8523 -4.0276 -0.1 0.2 -0.4 0.93
O -1.0841 0.2471 -0.2488 -3.9 1.1 -2.9 -0.14
Na 2.1569 1.9251 4.0505 -0.1 0.1 0.3 0.95



No. 12
6
Properties=species:S:1:pos:R:3:forces:R:3:lowdin_charge:R:1 method="wB97M-V/def2-TZVPD" relative_energy_kj_mol=48.03 charge=-1 homo_energy_ha=-0.1514 homo_lumo_gap_ev=8.08 total_energy_ha=-680.5667
P 0.0104 1.8096 0.5265 0.3 -0.5 0.2 0.41
O -0.2382 -2.0924 0.3225 0.3 -1.4 1.1 0.16
O 1.1356 1.4360 -0.3601 1.5 1.4 -1.1 -0.59
O -0.2873 -0.4791 -1.2824 -0.3 1.4 -2.7 0.15
C -0.2261 -1.2336 -0.4417 -0.4 -0.7 1.1 -0.54
O -0.3945 0.5596 1.2353 -1.4 -0.2 1.4 -0.59